9 unconnected molecules or ions with the total composition C48H114N6O6S3. Source: the OMol25 dataset; level of theory: the ωB97M-V functional and the def2-TZVPD basis.

The SMILES is O=S1(=O)CCCC1.O=S1(=O)CCCC1.O=S1(=O)CCCC1.CCN(CC)CC.CCN(CC)CC.CCN(CC)CC.CCN(CC)CC.CCN(CC)CC.CCN(CC)CC. Its energy is -105348.62850 eV. As for the LUMO energy: -0.08 eV. For the relative energy (zero: lowest compared OMol25 entry of this formula, charge and spin), the calculation gives 1.0393 eV. Its highest occupied orbital energy is -8.17 eV. The orbital gap is 8.09 eV.

```
177
Properties=species:S:1:pos:R:3:forces:R:3
H 8.93943 7.26607 -2.02053 -0.09 0.09 -0.06
C -7.19831 -0.36614 -1.04060 -0.35 0.44 -0.29
H 1.85976 -4.99930 -6.04088 -0.21 0.01 -0.32
C 9.97649 3.58955 -3.49692 1.30 0.15 -0.49
C 2.77320 -6.85933 -3.11100 -0.96 -0.97 -0.85
H -5.50605 5.76464 0.96886 -0.06 0.02 0.43
C 2.42310 -0.43661 6.16446 -2.29 0.46 -0.25
H 12.99966 4.57260 -5.35806 -0.45 0.10 0.11
H -5.64775 -5.31074 -5.27997 0.18 0.01 -0.55
C -4.71518 -5.41773 -4.72594 -1.94 -1.75 0.86
C -3.50384 -4.93599 -5.41343 0.62 0.37 -1.68
H 5.61238 -8.58642 -5.30166 -0.30 -0.28 -0.94
H 12.84639 5.37921 -3.06265 -0.23 0.26 -0.08
H -2.84613 2.36066 3.39538 0.07 0.05 0.84
H -10.24342 -0.88565 -2.92729 -0.02 -0.46 0.27
H -4.44966 5.29359 5.77274 -0.17 -0.21 -0.01
H 10.01918 3.05608 -1.37146 0.10 0.06 -0.04
C -3.88045 2.05149 3.24475 0.04 1.35 -0.38
C -5.35332 5.61625 5.25565 -0.94 -0.64 -0.90
H 5.30612 -6.43628 -3.96039 0.36 -0.33 0.49
H -5.81010 3.07664 3.12414 -0.48 -0.20 0.00
H -10.22522 -0.45774 -4.54132 0.03 -0.27 -0.55
O -2.76245 -8.61280 -5.74474 -0.22 0.27 -0.44
H 0.78472 -7.30223 -3.95389 0.36 0.36 -0.45
H -0.19619 10.19829 6.59746 0.32 -0.02 -0.66
H -3.08657 -4.47364 6.27927 -0.36 -0.29 0.14
H 0.21809 -0.97845 -2.07116 0.63 0.18 -0.12
H -7.96358 -1.70731 -4.81656 0.16 0.36 -0.06
C 1.22462 -6.78407 -3.10177 -0.07 -0.28 0.58
H -4.62456 1.45314 -4.37972 -0.33 0.00 -0.63
C -5.19182 5.54098 3.70200 0.99 1.75 1.89
H 8.95039 3.90968 -3.67782 -0.03 -0.09 0.34
C 0.47523 9.45944 7.03494 2.30 2.00 -0.27
H 13.93583 3.50661 -4.37593 -0.01 -0.16 0.20
C 12.91801 3.86281 -4.53488 -0.01 -0.71 0.08
H 9.59135 1.74388 -2.45593 -0.44 0.04 0.05
O -4.88053 -7.80869 -6.96604 1.59 -0.38 1.26
H 3.49949 -4.87564 -6.58044 0.11 0.54 -0.08
H -1.43142 -4.79748 4.74277 0.08 -0.39 -0.35
N -4.29790 4.50726 3.27268 1.15 1.52 -0.77
N -2.41484 -4.31736 2.96290 0.39 0.97 -1.01
C 1.61279 2.63113 0.71545 0.24 -1.26 0.70
H -5.20567 -5.10461 1.19509 -0.47 0.01 0.30
H -2.01852 -6.15494 -6.56535 0.05 0.38 -0.17
H 3.03671 -7.91494 -3.04510 0.03 0.01 0.37
S -3.74988 -7.60212 -6.03523 -2.72 1.36 0.67
H 4.17050 -4.46439 -4.34899 0.74 -0.44 0.59
H -9.02246 0.39278 -1.97658 0.02 -0.16 -0.01
H 11.20454 2.19571 -2.40133 0.20 0.39 0.13
O 2.14053 0.17499 9.78842 -1.18 0.68 0.45
H 2.49015 1.70111 -4.05262 0.06 -0.22 -0.09
H -4.98381 3.26300 4.69179 -0.22 -0.26 -0.06
C -3.79840 4.73215 1.88037 -0.86 -0.79 0.36
C -3.27112 -4.05393 5.29039 0.17 0.17 0.82
H -2.77685 -5.90114 4.31007 0.07 -0.40 0.20
C 0.53441 1.17869 -1.85426 0.72 0.52 0.40
H 0.86310 0.57315 0.54288 -0.02 0.06 -0.09
C -3.09463 -5.98618 -6.52540 0.67 -0.17 0.69
H -3.79336 -6.00998 1.26175 0.53 0.14 -0.02
C -1.42572 -4.93096 2.09716 1.10 0.46 0.07
S 1.34270 7.44532 5.39041 2.41 -0.34 -0.07
C 1.74038 9.08879 6.22072 -0.22 0.36 -1.09
C -0.27902 -0.08007 -1.70525 -0.24 -0.59 -1.59
H -7.69909 1.46287 -2.21051 0.19 0.10 0.62
H -10.37601 -2.20664 -4.10366 0.26 0.05 -0.10
H -1.52146 -6.01364 2.01512 0.15 -0.49 0.46
H 0.69677 0.69857 6.88970 -0.15 0.19 -0.19
H -5.22106 -7.54353 -4.01008 0.03 0.14 -0.22
C -4.95474 4.82852 0.88036 0.31 0.28 -0.19
H 3.78139 -8.82227 -5.26735 0.24 0.27 -0.34
H -4.71456 6.51194 3.56951 -0.02 0.03 -1.17
C -2.43613 -4.86588 4.32564 -0.62 0.78 -0.86
H 0.01627 2.01578 -1.38636 -0.50 0.25 0.14
H -2.87970 -3.04441 5.41587 -0.09 0.21 -0.50
H 4.88916 -8.91083 -3.90469 -0.65 0.25 0.59
H 4.25817 -0.35181 7.34001 -0.20 -0.34 0.47
H -7.31114 -1.41434 -1.31744 0.72 -0.14 0.24
H 0.17267 -0.58392 5.79782 0.08 -0.26 0.17
H -5.30032 1.73057 -2.87543 -0.36 0.13 0.31
C 2.90657 1.83431 -1.90449 -0.19 -0.57 0.81
H -6.18163 0.01953 -0.96500 0.26 -0.62 -0.25
C -8.32508 -1.31008 -3.86808 -0.88 -0.58 0.66
H 0.78171 -5.09798 2.04998 -0.04 0.41 -0.87
S 2.25499 -0.83912 8.78987 3.00 -0.12 -0.74
C -4.38378 -5.32917 1.87494 -0.53 -0.68 -1.36
H 8.25090 5.77559 -2.63435 -0.17 0.13 -0.19
H 2.58608 0.31547 5.39251 0.02 -0.20 -0.17
H -3.50766 -5.89102 -7.52962 0.03 0.55 0.19
H -6.15628 -0.17794 -4.99591 -0.55 -0.69 0.03
C -4.84834 3.23977 3.61048 1.24 -1.90 -0.28
H 10.31092 3.10979 -4.41675 -0.35 -0.25 -0.15
H -1.23740 8.51797 7.64298 -0.13 -0.44 0.23
H 9.14858 6.85860 -3.74523 0.19 -0.18 0.10
H 2.01802 9.78371 5.42820 -0.84 -0.05 -0.53
H 2.59844 0.73019 0.65590 0.11 -0.14 0.03
H 2.72174 2.90509 -1.81853 -0.31 0.33 -0.41
H 11.21846 6.41444 -2.26955 -0.06 0.28 0.01
O 2.93998 -2.04348 9.19984 -0.72 -0.33 -0.36
H -7.58698 -0.27923 -0.02597 -0.45 0.27 -0.14
C 10.20874 2.63700 -2.35967 -0.64 -1.36 0.28
H 2.54638 3.15670 0.51476 -0.38 0.38 -0.61
C 3.23856 1.39184 -3.32302 0.08 0.14 0.05
H -1.05272 7.74140 5.33786 0.23 0.29 -0.17
C 1.71057 1.16476 0.19662 0.87 0.97 0.05
H -0.65402 6.32641 6.25509 0.48 -0.02 0.11
H 0.67646 3.11153 0.43154 0.39 0.35 -0.21
C 10.40591 5.68925 -2.31376 0.37 0.81 -1.81
C -3.67593 -4.06098 2.24817 -0.07 -0.02 2.18
H 0.25171 7.66436 8.09641 -0.05 -0.06 0.09
H 10.41597 5.25947 -1.31212 -0.64 -0.26 0.21
H 0.20279 -4.83938 3.53959 -0.37 0.24 0.40
O 2.17726 6.37117 5.98213 -1.61 1.63 -0.67
H -8.07228 -2.05168 -3.11031 0.16 -0.64 0.05
C 0.75188 -1.18913 7.84221 0.56 -1.07 0.39
C 0.85934 -0.34206 6.60905 1.48 1.14 -0.30
H -6.18754 5.52432 3.25885 -0.15 0.00 -0.30
H 2.55986 -3.42306 -5.88465 0.59 0.09 -0.25
H 0.16070 -3.43323 2.50831 -0.04 -0.12 -0.39
C -7.94597 0.40307 -2.14735 -0.06 0.50 -0.05
C -4.44170 -6.91015 -4.43378 0.75 0.31 -0.49
C -0.00591 -4.51034 2.52162 0.11 -1.12 0.81
H -0.05032 -1.14237 8.57868 -0.28 0.41 -0.45
H 3.42958 0.31951 -3.36459 -0.44 -0.10 0.04
H -6.29597 2.22545 -4.24348 0.26 -0.05 -0.31
H 3.14681 1.00663 7.54694 -0.04 -0.03 0.15
N 3.26076 -6.41984 -4.41283 -0.05 1.75 0.43
C 3.20636 -0.07094 7.39399 -0.58 -0.26 0.17
H -3.15806 5.60419 1.74768 -0.15 0.31 0.77
C 4.62293 -6.86542 -4.69333 -0.64 0.00 0.00
H 2.63635 -4.39688 -3.69375 -0.62 -0.84 0.18
C -9.88348 -1.25893 -3.88604 0.66 1.21 0.28
C 2.80002 -4.48538 -5.84115 -1.48 -0.79 0.19
O 1.43168 7.63702 3.93864 -0.69 -0.25 1.63
H -3.12288 3.90427 1.66504 -0.22 -0.14 -0.22
H -3.57717 -6.82688 -3.77518 0.10 -0.81 0.22
H -5.62641 -0.66600 -3.37798 0.21 -0.19 0.08
C -0.34339 7.35458 6.06951 0.01 0.15 -0.42
H -5.65487 4.00774 1.03607 0.01 -0.06 -0.37
H -6.23611 5.00344 5.43798 0.27 -0.23 0.95
H -3.74920 -3.95297 -5.81536 0.41 -0.02 -0.45
H 4.19855 1.82266 -3.60749 -0.09 0.36 -0.10
C -5.59829 1.46623 -3.89004 -0.46 -1.01 1.41
H -1.52760 -4.63746 1.05237 -0.48 0.52 0.04
N 1.82712 1.03574 -1.25084 1.39 0.00 -0.03
H 0.86395 -2.21844 7.50152 0.00 -0.25 0.44
H 1.64436 2.58166 1.80387 -0.38 -0.04 0.21
H -4.29454 -3.48570 2.93698 -0.29 -0.19 0.32
H -4.72407 -5.96554 2.69185 -0.15 0.44 0.27
H -4.34778 -4.00903 5.12639 0.09 -0.12 -0.16
H -3.82082 1.93680 2.16243 -0.71 -0.55 -0.12
H 5.02013 -6.49472 -5.63827 -0.65 0.49 -0.21
C 3.19763 -4.94542 -4.45017 1.02 0.93 -1.36
N -7.68599 -0.06159 -3.50046 0.83 0.51 -1.36
H 3.85183 1.72573 -1.37271 -0.17 -0.39 0.60
C 4.66151 -8.36187 -4.81843 1.61 -0.93 0.78
H 3.26402 -6.31298 -2.30559 -0.11 0.08 0.37
H 12.29784 3.01240 -4.81823 0.26 -0.09 -0.42
H 0.80324 9.92773 7.96296 -0.04 -0.02 0.12
C -6.25521 0.03188 -3.93088 -0.28 1.22 -0.19
C -0.23877 8.23651 7.30888 -1.87 -2.18 0.88
H 2.70829 9.14044 6.71931 -0.32 -1.07 0.80
H 12.46725 3.88054 -2.34991 0.44 -0.63 -0.22
H -2.68750 -4.77743 -4.70877 0.10 -0.26 -0.05
H -5.60729 6.62177 5.59109 0.06 0.07 -0.21
H -4.58587 4.88944 -0.14352 0.03 -0.55 -0.11
N 10.83277 4.75788 -3.38076 1.32 0.97 0.19
C 9.09621 6.45657 -2.73343 0.81 -0.97 1.21
H 0.71487 1.54166 -2.86608 -0.48 -0.67 -0.32
H -4.94116 -4.88732 -3.80090 0.37 0.00 0.19
H 2.59735 -1.42845 5.74732 0.27 -0.02 0.19
H -0.59938 -0.38367 -0.70861 -0.39 0.69 -0.05
C 12.33625 4.43993 -3.27621 -1.89 1.39 0.56
H 0.74741 -7.33289 -2.28988 0.47 -0.03 0.54
H -4.07601 1.11380 3.76494 -0.16 0.15 -0.17
H -1.05665 0.05692 -2.45667 -0.92 -0.27 0.61
H -3.61516 -3.31377 1.45692 0.81 -0.49 -0.49
H 0.81482 -5.77833 -3.00884 0.19 0.14 -0.33
```
Forces are in eV/Å.